(1)
Molecular formula: C32H34F40N5O7
Method: DFT, wB97M-V/def2-TZVPD

CARTESIAN COORDINATES (ANGSTROEM)
C1 2.19 3.11 -3.29
C2 3.44 2.28 -3.16
O1 3.69 1.37 -3.86
O2 4.32 2.62 -2.17
C3 4.60 4.01 -2.00
C4 4.72 4.73 -3.36
N1 5.80 5.73 -3.36
C5 6.04 6.41 -4.47
N2 5.34 6.28 -5.62
C6 5.91 7.12 -6.46
N3 6.94 7.78 -5.93
C7 7.86 8.77 -6.51
N4 9.12 8.23 -6.95
N5 7.02 7.33 -4.63
H1 2.07 3.32 -4.35
H2 1.32 2.53 -2.99
H3 2.21 4.06 -2.76
H4 5.56 4.04 -1.47
H5 3.86 4.49 -1.37
H6 3.79 5.26 -3.58
H7 4.93 4.02 -4.16
H8 6.33 5.90 -2.52
H9 5.59 7.29 -7.49
H10 8.02 9.54 -5.75
H11 7.32 9.20 -7.35
H12 9.10 7.22 -7.08
H13 9.87 8.42 -6.29
H14 7.73 7.66 -3.99
C8 0.91 0.01 -0.29
C9 1.04 1.36 0.44
C10 1.89 1.39 1.72
F1 1.33 0.62 2.67
F2 1.93 2.66 2.17
F3 -0.16 1.90 0.66
F4 1.72 2.19 -0.42
O3 -0.29 -0.70 -0.08
C11 -0.43 -1.62 0.92
C12 -1.59 -1.27 1.87
F5 -1.37 -0.09 2.46
F6 -1.65 -2.23 2.82
F7 0.71 -1.83 1.59
F8 -0.77 -2.80 0.34
H15 0.88 0.28 -1.35
H16 1.79 -0.61 -0.14
H17 2.91 1.05 1.52
H18 -2.53 -1.25 1.32
C13 1.65 0.69 6.04
C14 3.10 1.18 6.14
C15 4.21 0.18 5.78
F9 4.22 -0.86 6.62
F10 5.40 0.82 5.86
F11 3.35 1.71 7.35
F12 3.22 2.17 5.21
O4 1.01 0.30 7.24
C16 1.05 -0.98 7.70
C17 1.66 -1.07 9.10
F13 2.93 -0.60 9.08
F14 1.68 -2.36 9.49
F15 1.67 -1.82 6.84
F16 -0.23 -1.41 7.82
H19 1.10 1.56 5.71
H20 1.55 -0.06 5.25
H21 4.08 -0.18 4.75
H22 1.07 -0.48 9.80
C18 -3.41 -6.39 0.10
C19 -4.02 -5.02 0.45
C20 -3.61 -4.39 1.78
F17 -4.03 -5.14 2.82
F18 -4.21 -3.17 1.87
F19 -5.36 -5.05 0.33
F20 -3.54 -4.15 -0.50
O5 -4.23 -7.52 0.31
C21 -4.22 -8.21 1.49
C22 -5.62 -8.25 2.12
F21 -6.06 -7.01 2.38
F22 -5.55 -8.94 3.29
F23 -3.31 -7.75 2.36
F24 -3.90 -9.50 1.21
H23 -3.28 -6.35 -0.99
H24 -2.42 -6.50 0.54
H25 -2.53 -4.26 1.84
H26 -6.32 -8.75 1.45
C23 -8.65 -7.64 4.75
C24 -8.01 -8.19 6.03
C25 -7.73 -9.69 6.11
F25 -8.89 -10.39 6.05
F26 -7.13 -9.96 7.28
F27 -8.71 -7.79 7.11
F28 -6.77 -7.60 6.10
O6 -10.04 -7.38 4.78
C26 -10.96 -8.33 4.45
C27 -11.93 -8.61 5.61
F29 -11.26 -9.07 6.68
F30 -12.81 -9.56 5.21
F31 -10.40 -9.46 3.99
F32 -11.72 -7.82 3.44
H27 -8.20 -6.66 4.62
H28 -8.37 -8.24 3.88
H29 -7.08 -10.00 5.29
H30 -12.47 -7.70 5.87
C28 2.10 6.66 -6.52
C29 1.54 5.27 -6.84
C30 2.54 4.18 -7.27
F33 3.12 4.51 -8.43
F34 1.88 3.02 -7.41
F35 0.52 5.33 -7.70
F36 1.08 4.81 -5.63
O7 2.00 7.66 -7.51
C31 3.00 7.88 -8.41
C32 2.52 7.74 -9.87
F37 2.05 6.50 -10.08
F38 3.57 7.95 -10.68
F39 4.09 7.10 -8.18
F40 3.41 9.16 -8.27
H31 1.47 7.02 -5.71
H32 3.11 6.57 -6.13
H33 3.31 4.06 -6.50
H34 1.73 8.48 -10.07

Summary:
Spin multiplicity = 1
Charge = +1
Calculated total energy = -6034.64623 a.u.

These are the Mulliken partial charges, in e, on atoms 1 to 6: -0.46 0.71 -0.54 -0.38 -0.93 0.03

---

(2)
Molecular formula: C32H34IN11O10P2SW
Method: DFT, wB97M-V/def2-TZVPD

CARTESIAN COORDINATES (ANGSTROEM)
W1 -1.19 1.38 0.07
C1 -3.10 2.53 3.97
C2 -1.64 2.84 4.01
N1 -1.04 2.84 5.22
C3 0.24 3.01 5.36
C4 1.11 3.39 4.22
C5 2.06 4.54 4.52
O1 2.98 4.20 5.52
C6 0.41 3.37 2.91
C7 1.43 1.95 1.13
N2 0.60 2.48 0.11
C8 0.95 2.43 -1.25
C9 2.06 2.80 -1.97
C10 1.99 2.60 -3.35
C11 0.86 2.04 -3.95
C12 -0.26 1.67 -3.19
C13 -0.18 1.89 -1.83
I1 -2.26 3.71 -1.03
C14 -0.88 2.94 2.80
O2 -1.40 2.40 1.71
H1 -3.63 3.14 4.70
H2 -3.26 1.48 4.26
H3 -3.51 2.67 2.98
H4 0.66 2.98 6.35
H5 1.47 5.38 4.89
H6 2.55 4.86 3.59
H7 3.50 3.46 5.20
H8 2.44 1.69 0.78
H9 2.93 3.25 -1.51
H10 2.82 2.88 -3.98
H11 0.84 1.90 -5.02
H12 -1.13 1.22 -3.65
C15 -5.29 -1.88 -0.42
C16 -4.70 -0.60 -1.01
O3 -5.59 -0.22 -2.03
P1 -4.64 0.76 0.29
O4 -5.38 0.24 1.59
O5 -5.68 1.81 -0.29
O6 -3.37 1.50 0.63
P2 -3.02 -0.87 -1.77
O7 -2.36 -2.15 -1.06
O8 -3.10 -1.05 -3.22
O9 -2.25 0.36 -1.26
H13 -6.31 -1.69 -0.09
H14 -4.70 -2.26 0.40
H15 -5.33 -2.62 -1.22
H16 -5.15 0.35 -2.67
H17 -4.88 -0.44 2.06
H18 -5.42 2.71 -0.03
H19 -2.48 -2.92 -1.64
N3 -0.03 -0.59 3.24
C17 -1.23 -0.88 2.61
N4 -2.10 -1.69 3.18
N5 -3.15 -1.69 2.35
N6 -2.92 -0.93 1.35
N7 -1.70 -0.39 1.45
C18 0.76 0.45 2.81
N8 1.53 1.02 3.78
N9 1.98 2.25 3.49
N10 1.57 2.88 2.24
N11 0.67 0.80 1.56
H20 -0.03 -0.78 4.23
O10 0.00 -0.35 -0.75
S1 1.36 -1.02 -0.52
C19 0.87 -2.78 -0.49
C20 0.87 -3.53 -1.78
C21 0.07 -3.14 -2.85
C22 0.08 -3.85 -4.04
C23 0.90 -4.97 -4.17
C24 1.70 -5.37 -3.11
C25 1.69 -4.65 -1.92
C26 2.22 -0.83 -2.09
C27 3.62 -1.37 -1.97
C28 4.04 -2.40 -2.80
C29 5.33 -2.89 -2.71
C30 6.21 -2.37 -1.78
C31 5.80 -1.34 -0.94
C32 4.51 -0.85 -1.04
H21 -0.13 -2.69 -0.06
H22 1.52 -3.26 0.25
H23 -0.55 -2.25 -2.77
H24 -0.54 -3.52 -4.86
H25 0.90 -5.52 -5.10
H26 2.33 -6.24 -3.21
H27 2.32 -4.96 -1.10
H28 2.20 0.25 -2.26
H29 1.66 -1.32 -2.88
H30 3.35 -2.81 -3.53
H31 5.64 -3.69 -3.37
H32 7.22 -2.76 -1.71
H33 6.48 -0.93 -0.21
H34 4.20 -0.04 -0.39

Summary:
Spin multiplicity = 3
Energy above the lowest of the compared OMol25 structures with the same formula, charge and spin = 149.7 kcal per mole
<S²> = 2.055

These are the Mulliken partial charges, in e, on atoms 1 to 6: -0.20 -1.16 0.26 -0.53 -0.78 2.10

---

(3)
Molecular formula: C32H34KN6O4PS3
Method: DFT, wB97M-V/def2-TZVPD

CARTESIAN COORDINATES (ANGSTROEM)
K1 -0.01 -2.02 -0.97
C1 1.33 -3.97 3.54
C2 1.36 -3.29 2.19
N1 0.23 -2.91 1.57
N2 -0.89 -2.90 2.40
C3 -2.09 -3.25 1.96
N3 -3.14 -2.81 2.72
S1 -2.37 -4.17 0.58
C4 2.58 -3.01 1.54
C5 3.86 -3.28 2.13
C6 5.00 -2.87 1.49
C7 4.92 -2.19 0.27
C8 3.65 -1.98 -0.25
N4 2.52 -2.38 0.32
H1 0.40 -4.52 3.66
H2 1.41 -3.26 4.37
H3 2.16 -4.68 3.64
H4 -0.85 -2.24 3.17
H5 -2.98 -2.37 3.61
H6 -4.03 -3.23 2.53
H7 3.92 -3.78 3.08
H8 5.97 -3.07 1.95
H9 5.79 -1.83 -0.25
H10 3.53 -1.45 -1.19
N5 -1.68 1.54 -0.34
P1 -2.30 1.76 1.23
C9 -1.58 3.45 1.47
C10 -2.13 4.47 0.68
C11 -1.68 5.77 0.78
C12 -0.68 6.10 1.69
C13 -0.14 5.10 2.49
C14 -0.58 3.79 2.38
C15 -1.18 0.84 2.36
C16 0.08 0.39 1.97
C17 0.93 -0.19 2.91
C18 0.54 -0.32 4.23
C19 -0.73 0.11 4.62
C20 -1.59 0.67 3.68
C21 -2.19 0.56 -1.19
C22 -1.87 0.61 -2.55
C23 -2.36 -0.38 -3.37
C24 -3.16 -1.38 -2.83
C25 -3.42 -1.34 -1.47
N6 -2.94 -0.40 -0.65
H11 -0.70 1.76 -0.56
H12 -2.91 4.22 -0.03
H13 -2.10 6.54 0.14
H14 -0.32 7.12 1.76
H15 0.65 5.34 3.19
H16 -0.13 3.02 2.99
H17 0.41 0.48 0.94
H18 1.90 -0.55 2.59
H19 1.21 -0.76 4.96
H20 -1.05 0.00 5.65
H21 -2.58 1.01 3.98
H22 -1.22 1.39 -2.92
H23 -2.13 -0.39 -4.43
H24 -3.55 -2.18 -3.45
H25 -4.00 -2.13 -1.00
O1 -3.76 -3.04 -6.02
C26 -2.95 -3.88 -5.83
C27 1.82 3.99 -0.31
C28 2.29 3.10 -1.47
C29 3.81 2.90 -1.38
C30 1.94 3.80 -2.79
C31 1.61 1.79 -1.40
C32 1.05 0.70 -1.33
H26 2.33 4.96 -0.33
H27 2.03 3.50 0.65
H28 0.75 4.16 -0.36
H29 4.32 3.87 -1.43
H30 4.15 2.28 -2.21
H31 4.07 2.40 -0.45
H32 2.44 4.77 -2.86
H33 0.87 3.96 -2.87
H34 2.25 3.19 -3.64
O2 -2.63 -6.57 -9.12
S2 -3.36 -5.42 -8.62
O3 -3.09 -4.17 -9.30
O4 -4.74 -5.66 -8.26
S3 -2.32 -5.23 -6.66

Summary:
Spin multiplicity = 1
Charge = -2
Energy above the lowest of the compared OMol25 structures with the same formula, charge and spin = 27.9 kcal per mole

These are the Mulliken partial charges, in e, on atoms 1 to 6: 0.79 -1.58 0.00 0.30 -0.07 0.25